Record 1
Formula: C3H8O3Tl
Source: the Open Molecules 2025 dataset
Level of theory: the ωB97M-V functional and the def2-TZVPD basis

The geometry in ORCA input format:
```
! RIJCOSX wB97M-V def2-TZVPD def2/J DEFGRID3
* xyz 2 2
O 1.448 -0.640 -0.895
C 0.547 -1.674 -0.805
C 0.033 -0.549 1.093
O 1.632 -1.073 1.849
Tl 2.864 -0.831 0.420
H -0.001 -2.524 -0.384
H 0.417 -1.999 -1.849
H -0.848 -1.117 1.427
H 0.344 0.457 1.425
O -0.826 0.690 -0.525
H 0.389 0.468 -1.044
C -1.385 1.949 -0.234
H -2.280 1.848 0.401
H -0.661 2.580 0.306
H -1.673 2.415 -1.184
*
```

Summary:
Max |F| ... 9.0 eV Å⁻¹
Calculated total energy ... -516.0750 a.u.
E_LUMO (alpha / beta) ... -0.4717 / -0.4684 hartree
Energy above the lowest of the compared OMol25 structures with the same formula, charge and spin ... 128.3 kcal per mole
Expectation value of S² ... 0.783
Gap between HOMO and LUMO (alpha / beta) ... 6.195 / 6.920 eV



Record 2
Formula: C3H8O5
Source: the Open Molecules 2025 dataset
Level of theory: the ωB97M-V functional and the def2-TZVPD basis

The geometry in ORCA input format:
```
! RIJCOSX wB97M-V def2-TZVPD def2/J DEFGRID3
* xyz 0 1
C -0.829 -2.337 -1.019
O -0.833 0.782 0.901
O 0.375 -2.059 -0.420
O -1.196 2.153 0.788
H -1.336 2.423 1.708
H -0.850 -3.412 -1.223
H -0.900 -1.812 -1.996
H -1.697 -2.007 -0.432
C 0.717 0.570 0.958
C 1.567 1.594 0.767
O 0.834 -0.459 -0.577
O 0.067 0.193 -1.534
H -0.648 0.589 -0.943
H 0.861 -0.220 1.679
H 2.478 1.662 1.332
H 1.389 2.343 0.012
*
```

Summary:
Max |F| ... 4.3 eV Å⁻¹
Calculated total energy ... -494.8908 a.u.
E_LUMO ... -0.0144 hartree
Energy above the lowest of the compared OMol25 structures with the same formula, charge and spin ... 220.9 kcal per mole
Gap between HOMO and LUMO ... 8.069 eV



Record 3
Formula: C3H8OS
Source: the Open Molecules 2025 dataset
Level of theory: the ωB97M-V functional and the def2-TZVPD basis

The geometry in ORCA input format:
```
! RIJCOSX wB97M-V def2-TZVPD def2/J DEFGRID3
* xyz 0 1
C -2.543 0.724 -0.472
C -3.326 -0.208 0.035
C 3.206 -0.711 -0.130
O 1.436 1.026 0.870
S 1.768 0.297 -0.585
H -2.843 1.339 -1.304
H -1.556 0.921 -0.083
H -4.311 -0.405 -0.357
H -3.026 -0.824 0.868
H 3.629 -1.074 -1.060
H 3.922 -0.081 0.388
H 2.901 -1.547 0.495
H 0.743 0.544 1.334
*
```

Summary:
Max |F| ... 0.7 eV Å⁻¹
Structure (SMILES) ... C=C.CSO
Calculated total energy ... -592.4636 a.u.
E_LUMO ... 0.0261 hartree
Energy above the lowest of the compared OMol25 structures with the same formula, charge and spin ... 34.2 kcal per mole
Gap between HOMO and LUMO ... 9.482 eV



Record 4
Formula: C3H8OS
Source: the Open Molecules 2025 dataset
Level of theory: the ωB97M-V functional and the def2-TZVPD basis

The geometry in ORCA input format:
```
! RIJCOSX wB97M-V def2-TZVPD def2/J DEFGRID3
* xyz 0 1
C -3.256 0.833 0.819
S -1.663 0.644 -0.140
H -4.139 0.542 0.271
H -3.078 0.390 1.783
H -3.270 1.912 0.933
H -2.338 0.400 -1.271
C 2.371 -0.123 -1.004
C 2.740 -0.588 0.198
O 2.867 -1.901 0.576
H 1.600 0.638 -1.059
H 2.862 -0.330 -1.948
H 2.527 -0.023 1.099
H 2.777 -2.392 -0.257
*
```

Summary:
Max |F| ... 2.7 eV Å⁻¹
Structure (SMILES) ... C=CO.CS
Calculated total energy ... -592.4406 a.u.
E_LUMO ... 0.0311 hartree
Energy above the lowest of the compared OMol25 structures with the same formula, charge and spin ... 48.6 kcal per mole
Gap between HOMO and LUMO ... 9.413 eV



Record 5
Formula: C3H8OS2
Source: the Open Molecules 2025 dataset
Level of theory: the ωB97M-V functional and the def2-TZVPD basis

The geometry in ORCA input format:
```
! RIJCOSX wB97M-V def2-TZVPD def2/J DEFGRID3
* xyz 0 1
C 0.513 -1.032 -0.923
C 1.200 -0.960 -2.307
O 0.859 -2.193 -2.949
C 0.114 0.367 -0.462
S -1.008 0.264 0.943
S -0.479 1.624 2.441
H 1.166 -1.589 -0.254
H -0.326 -1.721 -0.994
H 0.844 -0.121 -2.886
H 2.279 -0.888 -2.173
H 0.980 -2.123 -3.889
H -0.518 0.804 -1.241
H 0.997 0.959 -0.240
H 0.795 1.313 2.738
*
```

Summary:
Max |F| ... 1.4 eV Å⁻¹
Structure (SMILES) ... OCCCSS
Calculated total energy ... -990.6916 a.u.
E_LUMO ... 0.0195 hartree
Energy above the lowest of the compared OMol25 structures with the same formula, charge and spin ... 11.9 kcal per mole
Gap between HOMO and LUMO ... 9.106 eV



Record 6
Formula: C3H8OS2
Source: the Open Molecules 2025 dataset
Level of theory: the ωB97M-V functional and the def2-TZVPD basis

The geometry in ORCA input format:
```
! RIJCOSX wB97M-V def2-TZVPD def2/J DEFGRID3
* xyz 0 1
C -0.731 -0.841 1.759
C 0.446 0.726 -1.874
C -0.676 -0.080 0.387
O 1.440 1.735 0.311
S 2.133 -1.110 0.042
S 0.872 0.510 -0.212
H -0.162 -0.261 2.437
H -1.748 -1.101 1.957
H -0.250 -1.800 1.728
H -0.050 -0.103 -2.323
H -0.190 1.555 -1.793
H 1.360 0.938 -2.418
H -1.314 0.717 0.226
H -1.130 -0.887 -0.227
*
```

Summary:
Max |F| ... 5.6 eV Å⁻¹
Structure (SMILES) ... CC[S@@](C)(=O)=S
Calculated total energy ... -990.6422 a.u.
E_LUMO ... 0.0175 hartree
Energy above the lowest of the compared OMol25 structures with the same formula, charge and spin ... 42.9 kcal per mole
Gap between HOMO and LUMO ... 9.073 eV



Copy entry 3 word for word.
Formula: C3H8OS
Source: the Open Molecules 2025 dataset
Level of theory: the ωB97M-V functional and the def2-TZVPD basis

The geometry in ORCA input format:
```
! RIJCOSX wB97M-V def2-TZVPD def2/J DEFGRID3
* xyz 0 1
C -2.543 0.724 -0.472
C -3.326 -0.208 0.035
C 3.206 -0.711 -0.130
O 1.436 1.026 0.870
S 1.768 0.297 -0.585
H -2.843 1.339 -1.304
H -1.556 0.921 -0.083
H -4.311 -0.405 -0.357
H -3.026 -0.824 0.868
H 3.629 -1.074 -1.060
H 3.922 -0.081 0.388
H 2.901 -1.547 0.495
H 0.743 0.544 1.334
*
```

Summary:
Max |F| ... 0.7 eV Å⁻¹
Structure (SMILES) ... C=C.CSO
Calculated total energy ... -592.4636 a.u.
E_LUMO ... 0.0261 hartree
Energy above the lowest of the compared OMol25 structures with the same formula, charge and spin ... 34.2 kcal per mole
Gap between HOMO and LUMO ... 9.482 eV



Copy entry 3 word for word.
Formula: C3H8OS
Source: the Open Molecules 2025 dataset
Level of theory: the ωB97M-V functional and the def2-TZVPD basis

The geometry in ORCA input format:
```
! RIJCOSX wB97M-V def2-TZVPD def2/J DEFGRID3
* xyz 0 1
C -2.543 0.724 -0.472
C -3.326 -0.208 0.035
C 3.206 -0.711 -0.130
O 1.436 1.026 0.870
S 1.768 0.297 -0.585
H -2.843 1.339 -1.304
H -1.556 0.921 -0.083
H -4.311 -0.405 -0.357
H -3.026 -0.824 0.868
H 3.629 -1.074 -1.060
H 3.922 -0.081 0.388
H 2.901 -1.547 0.495
H 0.743 0.544 1.334
*
```

Summary:
Max |F| ... 0.7 eV Å⁻¹
Structure (SMILES) ... C=C.CSO
Calculated total energy ... -592.4636 a.u.
E_LUMO ... 0.0261 hartree
Energy above the lowest of the compared OMol25 structures with the same formula, charge and spin ... 34.2 kcal per mole
Gap between HOMO and LUMO ... 9.482 eV



What did the fifth record say?
Formula: C3H8OS2
Source: the Open Molecules 2025 dataset
Level of theory: the ωB97M-V functional and the def2-TZVPD basis

The geometry in ORCA input format:
```
! RIJCOSX wB97M-V def2-TZVPD def2/J DEFGRID3
* xyz 0 1
C 0.513 -1.032 -0.923
C 1.200 -0.960 -2.307
O 0.859 -2.193 -2.949
C 0.114 0.367 -0.462
S -1.008 0.264 0.943
S -0.479 1.624 2.441
H 1.166 -1.589 -0.254
H -0.326 -1.721 -0.994
H 0.844 -0.121 -2.886
H 2.279 -0.888 -2.173
H 0.980 -2.123 -3.889
H -0.518 0.804 -1.241
H 0.997 0.959 -0.240
H 0.795 1.313 2.738
*
```

Summary:
Max |F| ... 1.4 eV Å⁻¹
Structure (SMILES) ... OCCCSS
Calculated total energy ... -990.6916 a.u.
E_LUMO ... 0.0195 hartree
Energy above the lowest of the compared OMol25 structures with the same formula, charge and spin ... 11.9 kcal per mole
Gap between HOMO and LUMO ... 9.106 eV



Copy entry 5 word for word.
Formula: C3H8OS2
Source: the Open Molecules 2025 dataset
Level of theory: the ωB97M-V functional and the def2-TZVPD basis

The geometry in ORCA input format:
```
! RIJCOSX wB97M-V def2-TZVPD def2/J DEFGRID3
* xyz 0 1
C 0.513 -1.032 -0.923
C 1.200 -0.960 -2.307
O 0.859 -2.193 -2.949
C 0.114 0.367 -0.462
S -1.008 0.264 0.943
S -0.479 1.624 2.441
H 1.166 -1.589 -0.254
H -0.326 -1.721 -0.994
H 0.844 -0.121 -2.886
H 2.279 -0.888 -2.173
H 0.980 -2.123 -3.889
H -0.518 0.804 -1.241
H 0.997 0.959 -0.240
H 0.795 1.313 2.738
*
```

Summary:
Max |F| ... 1.4 eV Å⁻¹
Structure (SMILES) ... OCCCSS
Calculated total energy ... -990.6916 a.u.
E_LUMO ... 0.0195 hartree
Energy above the lowest of the compared OMol25 structures with the same formula, charge and spin ... 11.9 kcal per mole
Gap between HOMO and LUMO ... 9.106 eV